[1]
# C32H42ClF5IN3O13P

A 5-piece molecular cluster, C32H42ClF5IN3O13P overall (ωB97M-V/def2-TZVPD, OMol25).

```
! wB97M-V def2-TZVPD RIJCOSX def2/J DEFGRID3
* xyz 1 1
I -0.6959 1.1362 -2.3107
Cl -3.8602 -0.4866 2.0800
P -3.8542 0.0011 -1.4197
F 1.0935 2.2879 0.4135
F 4.0384 -2.7605 2.4024
F 5.0512 -3.5119 0.6593
F 2.9964 -4.0106 1.0032
F 1.2170 1.0557 2.1931
O -0.3198 -4.5325 -1.6806
O -3.0778 6.5457 -1.5284
O 7.3172 -4.0007 -4.0156
O -7.5483 3.4800 0.7151
O -1.9987 -3.1642 -1.0916
O -1.6852 8.1851 -0.8660
O -7.5334 1.3530 1.4666
O -5.6204 2.3994 0.9201
O -3.1271 -1.0015 -2.4699
O 6.7187 -3.9419 -1.8805
O -0.3987 -2.4809 -2.5127
O 5.7886 -2.4976 -3.3307
O -3.4571 7.6901 0.3767
N -1.0685 0.0423 3.1114
N -1.2384 0.5281 -0.4259
N -2.5055 -0.0788 1.1798
C 7.5217 -5.1351 -2.0293
C -5.3145 3.6162 0.1998
C 3.8996 -3.0248 1.0955
C -6.5106 4.4661 0.5660
C -2.4851 0.1251 -0.1508
C 8.2692 -4.8130 -3.3050
C 2.6158 0.4688 -1.0008
C -0.4618 0.5754 0.7313
C -5.0697 -1.1043 -0.6524
C 3.4633 -1.8085 0.3341
C 2.4776 -0.9984 0.8983
C -6.9644 2.3203 1.0749
C -2.7666 7.3913 -0.7489
C 0.9824 1.0163 0.8674
C -0.2775 -1.1280 3.5438
C -0.7134 -2.5091 3.0231
C 0.8930 -3.0105 -2.9013
C -3.9801 4.1787 0.6074
C 6.5380 -3.3972 -3.1002
C 1.2747 -2.5586 -4.2864
C -0.9922 -3.3762 -1.7063
C -2.6282 8.5513 1.1766
C -0.9796 -3.5199 4.1485
C -1.2757 0.1823 1.7620
C -2.4346 -3.4806 4.6563
C 2.0351 0.1405 0.2285
C 3.6049 -0.3434 -1.5564
C 8.3837 -5.3676 -0.8157
C -0.4047 9.6560 0.5941
C 4.0379 -1.4940 -0.8997
C -1.7726 9.2288 0.1290
C 0.6427 -4.4950 -2.7525
H 8.5326 -5.6879 -3.8923
H -0.4896 10.3923 1.3927
H -0.8148 -4.5013 3.7196
H -0.2990 -3.3455 4.9722
H -3.0077 -2.7194 4.1358
H -3.2420 9.2376 1.7532
H 1.3954 -1.4773 -4.3189
H 2.3295 1.3735 -1.5021
H 9.0324 -6.2287 -0.9727
H -2.0376 7.9304 1.8541
H 0.1612 8.7984 0.9597
H -5.3181 3.3762 -0.8666
H -6.3784 4.9770 1.5222
H 7.7685 -5.5517 0.0641
H -2.9383 -4.4242 4.4891
H -3.9419 4.3337 1.6878
H -4.6612 -1.8192 0.0517
H -2.4891 -3.2398 5.7112
H 8.9994 -4.4917 -0.6096
H -3.1726 3.4913 0.3449
H 6.8372 -5.9734 -2.1817
H 4.0530 -0.0601 -2.4933
H -5.5393 -1.6777 -1.4439
H -6.7822 5.1888 -0.1980
H -3.8096 5.1257 0.0943
H -3.1475 -1.8954 -2.0848
H -0.2500 -1.1343 4.6253
H -2.3053 10.0688 -0.3233
H 2.0607 -1.2633 1.8560
H 0.1793 -4.9289 -3.6406
H 9.1628 -4.2132 -3.1213
H 0.0755 -2.9041 2.3886
H -1.6110 -2.4570 2.4134
H 0.1598 10.0973 -0.2259
H -5.8328 -0.5295 -0.1396
H 0.7368 -0.9378 3.2269
H -1.9303 0.1364 3.6292
H 1.5276 -5.0661 -2.4871
H 2.2145 -3.0186 -4.5896
H 1.6207 -2.6620 -2.1649
H 4.8125 -2.0822 -1.3512
H 0.4987 -2.8269 -5.0047
*
```

Results
E   -108448.0020 eV
Frontier orbital gap   7.62 eV
E_HOMO   -11.448 eV
F_max   1.0 eV/Å

Here are the Löwdin charges for atoms 1 to 8, given in e: 1.167, 0.908, 0.878, 0.095, 0.152, 0.162, 0.147, 0.123



[2]
# C32H42F15N3O13S

A 6-piece molecular cluster, C32H42F15N3O13S overall in a non-equilibrium geometry (ωB97M-V/def2-TZVPD, OMol25).

```
! wB97M-V def2-TZVPD RIJCOSX def2/J DEFGRID3
* xyz 0 1
S 2.1716 4.8720 1.4561
F 2.7445 1.7005 -7.3146
F -8.7012 3.3114 3.1911
F -2.7807 -3.9762 9.8338
F -4.1153 -6.9525 3.0216
F -2.4682 -7.9433 4.0192
F 10.6078 0.7606 -3.9638
F -7.6106 2.6119 1.4589
F -4.8834 -4.1378 10.3049
F 1.2537 2.1636 -5.8246
F 9.0136 -0.4522 -4.7857
F 3.3490 2.1183 -5.2806
F 10.5142 0.3899 -6.0926
F -3.0069 -8.4963 1.9976
F -3.4358 -5.2898 11.4255
F -7.8249 4.7329 1.8133
O -2.6719 -1.5617 -0.7781
O -6.2355 4.6684 3.9968
O -5.5163 2.6487 3.2767
O -1.1078 -6.5623 1.4029
O -0.6618 0.1915 -0.0330
O 7.9523 1.9668 -4.2190
O 2.1962 -2.5673 -3.0712
O -2.0273 -5.2379 2.9887
O 9.0664 2.7542 -6.0227
O 2.0684 4.7310 -5.6064
O 3.1642 4.4333 -7.5623
O -4.9198 -6.4481 8.7709
O -2.6613 -6.4987 8.8742
N -0.4163 3.8989 -1.8232
N 2.5051 2.3853 -0.0912
N -0.9041 2.9982 2.2630
C 1.1799 1.8811 -0.6561
C 2.0323 -0.5556 -1.4889
C -3.7479 -4.8536 10.1841
C -2.6507 -7.6238 7.9808
C 2.8299 -1.3128 -2.7029
C -3.8697 5.2129 4.0799
C 2.1662 6.1543 -5.7730
C 9.7572 0.6544 -5.0097
C 7.1094 3.1289 -4.2388
C 0.3897 3.1632 -1.2816
C -1.1330 -4.1775 2.6147
C -3.8792 -6.0066 9.1925
C 8.9038 1.9088 -5.1779
C -2.7491 -0.2086 -1.2940
C -2.8093 -7.1692 6.5430
C -2.8712 -7.4430 2.8269
C -0.4213 2.1959 1.4908
C 1.5826 0.9296 -1.9094
C 2.6195 3.9803 -6.5860
C -1.9776 0.7755 -0.2403
C 6.0131 2.9781 -5.2756
C 2.3615 3.6295 0.3428
C -5.0904 4.7633 4.8586
C 1.0948 6.6577 -6.7203
C -1.8905 -0.1775 -2.6741
C 2.4907 2.4954 -6.2572
C -1.6426 -3.4557 1.3824
C -6.3266 3.5423 3.2547
C -1.9022 -6.3906 2.2946
C -7.6101 3.5485 2.4285
C 0.2944 1.1473 0.4693
C 2.2850 -3.5421 -1.9860
H 2.5271 -4.5524 -2.4745
H -2.7227 -8.0115 5.8635
H 5.4524 2.0578 -5.1083
H -1.0063 -2.6008 1.1441
H 2.7490 -0.6295 -3.6389
H -0.7875 -0.4953 -2.5073
H -3.8157 0.1751 -1.4838
H 1.1181 7.7476 -6.7857
H -1.6823 -8.1150 8.1045
H 3.1680 6.4379 -6.1076
H -3.7814 -6.6955 6.3844
H -2.6170 0.7451 0.7252
H 2.5200 1.4305 -2.3836
H -1.0983 -3.4828 3.4577
H 1.0571 -1.1680 -1.3518
H -1.9667 1.8086 -0.7455
H 0.7643 0.9763 -2.7129
H 0.1042 6.3431 -6.3812
H 3.9388 -1.4199 -2.4331
H -4.0744 6.1480 3.5515
H 2.5977 -0.5940 -0.4921
H 1.2319 6.2487 -7.7243
H 3.0341 -3.2580 -1.1654
H 6.6637 3.2120 -3.2443
H -1.9239 0.8868 -3.1422
H -5.3317 5.5066 5.6226
H 6.4297 2.9175 -6.2842
H -2.6654 -3.1040 1.5389
H -3.5902 4.4753 3.3238
H -3.3438 -2.1219 -1.2521
H -0.1183 -4.5591 2.4697
H -4.9141 3.8159 5.3756
H 2.0191 6.5978 -4.7851
H -1.6646 -4.1214 0.5161
H 1.2504 -3.6597 -1.4694
H 5.3252 3.8256 -5.2369
H -3.0183 5.3616 4.7477
H -3.4184 -8.3500 8.2624
H 7.7004 4.0343 -4.4033
H 1.0322 0.5495 1.1397
H -2.3011 -0.9216 -3.4600
H -2.0481 -6.4264 6.2890
*
```

Results
E   -116544.7844 eV
Frontier orbital gap   8.91 eV
E_HOMO   -10.050 eV
SMILES   COCCC[C@](C#N)(N=C=S)[C@@H](C#N)OC[C@@H](C)O.CCOC(=O)C(F)(F)F.CCOC(=O)C(F)(F)F.CCOC(=O)C(F)(F)F.CCOC(=O)C(F)(F)F.CCOC(=O)C(F)(F)F
F_max   6.9 eV/Å

Here are the Löwdin charges for atoms 1 to 8, given in e: 0.680, 0.163, 0.154, 0.150, 0.157, 0.113, 0.154, 0.153



[3]
# C32H42N3OSi

A 2-piece molecular cluster, C32H42N3OSi overall in a non-equilibrium geometry (ωB97M-V/def2-TZVPD, OMol25).

```
! wB97M-V def2-TZVPD RIJCOSX def2/J DEFGRID3
* xyz 1 1
Si -4.7421 -1.2494 -0.8493
O -3.4905 -0.1591 -1.0258
N 5.6202 0.5608 -1.7269
N -0.1845 1.4336 -0.5749
N 4.2748 0.1301 -1.6774
C 5.2962 1.4904 2.8953
C 3.1094 -0.0145 0.2538
C -3.0734 1.9753 3.4749
C -0.1399 2.8048 -0.0848
C -6.3134 -0.2485 -0.9515
C -1.1559 -1.8762 -1.5125
C -1.3108 -2.0045 0.9003
C 4.4842 1.3731 1.7601
C 2.0296 0.8680 0.2067
C 5.3532 -0.9455 3.1009
C -1.8439 1.3458 3.2703
C -4.6006 -2.4455 -2.2663
C 4.5848 -1.0588 1.9518
C -2.5400 0.7249 1.0279
C 5.7121 0.3281 3.5799
C 4.0750 0.0934 1.3175
C -0.5510 -3.1782 0.8835
C -1.5141 -1.3057 -0.2921
C -1.5713 0.7366 2.0377
C -1.4985 3.4166 -0.4690
C -1.4610 1.0702 -1.2048
C -3.7357 1.4187 1.2145
C -0.1005 -3.7044 -0.3195
C 0.8675 0.5997 -0.5087
C -2.1963 2.4137 -1.3830
C -0.4265 -3.0722 -1.5295
C 3.9996 -1.1841 -2.3781
C -4.6496 -2.1490 0.7812
C 3.5098 1.2049 -2.3720
C 6.6562 -0.1128 -2.0456
C -2.2702 0.0317 -0.3345
C -4.0192 2.0210 2.4486
H -6.3454 0.3214 -1.8903
H 6.3358 0.4181 4.4729
H 2.6159 0.7551 -2.8343
H -4.4625 -1.4682 1.6140
H -3.6125 -2.9228 -2.2770
H -7.1788 -0.9267 -0.9233
H -1.4343 -1.3868 -2.4550
H 6.7004 -1.1989 -2.2355
H 3.4937 -1.9233 -1.7341
H -1.3568 4.3779 -0.9655
H 4.1763 2.2608 1.2112
H -1.7384 -1.6409 1.8302
H -6.3974 0.4536 -0.1115
H -3.8655 -2.9101 0.7700
H 4.3204 -2.0404 1.5359
H 3.3199 -0.9838 -3.2249
H 3.2306 2.0360 -1.6969
H 0.6880 3.3663 -0.5471
H 5.6224 2.4749 3.2331
H -5.3703 -3.2246 -2.1725
H -2.0423 2.7099 -2.4315
H -0.3218 -3.6642 1.8379
H -3.2655 2.3204 -1.2189
H 0.7569 -0.3669 -1.0177
H -4.7449 -1.9186 -3.2193
H -4.9775 2.5295 2.5728
H -2.0967 3.5944 0.4427
H -0.6019 0.2579 1.8672
H 0.4976 -4.6192 -0.3324
H -0.1210 -3.4942 -2.4855
H -1.0833 1.3210 4.0559
H 0.0340 2.8422 1.0059
H 4.9309 -1.6422 -2.7181
H -1.2445 0.6200 -2.1961
H -4.4571 1.4965 0.3976
H 7.6041 0.4424 -2.1565
H 5.7027 -1.8576 3.6137
H -3.2875 2.4554 4.4301
H 2.1333 1.8210 0.7347
H -5.6092 -2.6494 0.9561
H 3.0412 -0.9864 -0.2284
H 4.2278 1.6176 -3.1075
*
```

Results
E   -48254.7437 eV
Frontier orbital gap   7.70 eV
E_HOMO   -11.334 eV
F_max   1.9 eV/Å

Here are the Löwdin charges for atoms 1 to 8, given in e: 0.414, -0.164, -0.015, -0.020, -0.259, -0.053, -0.036, -0.074



[4]
# C32H42N6OPPdS2

C32H42N6OPPdS2 as an isolated structure (ωB97M-V/def2-TZVPD, OMol25).

```
! wB97M-V def2-TZVPD RIJCOSX def2/J DEFGRID3
* xyz -1 1
Pd 0.4571 -1.2096 -0.1283
S -2.4542 2.0955 2.9406
S 2.4359 -2.3710 4.4891
P -0.3362 -0.5481 -2.1609
O 2.9296 -0.1012 0.0508
N -0.5178 3.2434 1.7769
N -0.5172 1.9666 1.2774
N 4.1866 1.7473 -0.4005
N -1.7561 -0.0306 1.4139
N 2.3800 1.8457 1.0756
N 1.0805 -0.7031 3.0473
C 3.1447 1.0811 0.2347
C 1.8540 0.0469 3.9174
C 1.2556 -1.9675 3.2270
C -1.4798 1.2263 1.7721
C -1.6434 4.8088 3.2907
C 2.6658 -0.6877 4.7936
C 0.1477 -1.4996 -4.9152
C -2.0220 -1.2547 -2.4957
C 0.2547 -2.9115 1.1240
C -0.4748 -5.2800 1.2354
C -0.5365 1.7226 -4.1272
C 0.6147 -3.0734 2.4834
C -4.5438 -2.4578 -2.8158
C 3.4847 -0.0552 5.7254
C 0.8270 -2.8865 -3.0029
C -2.5405 -2.1126 -1.5281
C -0.5335 1.2885 -2.6602
C -4.0481 -1.5998 -3.7900
C 0.4331 -4.2735 3.1891
C -1.8335 1.7611 -1.9941
C -2.3509 5.7918 2.3594
C -0.1175 -5.3819 2.5755
C 0.6196 2.0253 -1.9637
C 1.8564 1.4416 3.9834
C -1.4389 3.4727 2.6443
C -2.8018 -1.0127 -3.6299
C 2.0844 -0.8015 -3.4820
C 2.6666 2.0676 4.9101
C 3.4786 1.3259 5.7750
C -0.2880 -4.0866 0.5549
C -3.7836 -2.7142 -1.6864
C 0.6902 -1.4365 -3.4856
H -1.9364 -2.2978 -0.6448
H -0.2647 -6.3018 3.1289
H -0.6626 5.1960 3.5724
H 0.8550 -2.0687 -5.5297
H 0.0240 -0.5261 -5.3822
H 1.2305 2.0068 3.3073
H -4.6315 -1.3896 -4.6788
H 4.8618 1.1133 -0.7953
H -1.8567 2.8560 -1.9916
H 2.6765 3.1495 4.9635
H -0.9034 -6.1337 0.7190
H -2.4938 6.7595 2.8435
H -2.4377 -0.3573 -4.4076
H 1.5007 -3.4243 -3.6801
H 1.5806 1.8416 -2.4476
H -1.3592 1.3042 -4.7054
H 1.4761 1.4224 1.2870
H 4.5823 2.5361 0.0843
H -0.5825 -4.0643 -0.4908
H 2.7627 -1.4153 -4.0853
H 0.4273 3.1042 -1.9889
H -4.1526 -3.3827 -0.9175
H 1.2218 -2.9350 -1.9869
H 2.3296 2.8358 0.8979
H -0.9986 -0.6186 0.9052
H -5.5159 -2.9201 -2.9403
H -2.2157 4.6860 4.2124
H -1.8844 1.4243 -0.9553
H 4.1104 1.8383 6.4903
H -2.7202 1.3983 -2.5146
H -1.7628 5.9398 1.4539
H 2.0790 0.2020 -3.9117
H 4.1102 -0.6307 6.3961
H -0.8065 -2.0255 -4.9549
H 0.3989 1.4752 -4.6282
H 0.7055 -4.3406 4.2374
H 0.6887 1.7102 -0.9233
H -2.3391 -0.5590 2.0431
H -3.3290 5.4104 2.0617
H -0.6408 2.8136 -4.1642
H 2.4828 -0.7368 -2.4659
H -0.1397 -3.3975 -3.0138
*
```

Results
E   -79295.8488 eV
Frontier orbital gap   5.59 eV
E_HOMO   -3.139 eV
Energy above the lowest of the compared OMol25 structures with the same formula, charge and spin   32.0 kcal/mol
F_max   0.8 eV/Å

Here are the Löwdin charges for atoms 1 to 8, given in e: 0.316, 1.052, 1.073, 1.030, -0.017, 0.005, -0.030, 0.134



[5]
# C32H43BBrCdN9O4S3Te4

C32H43BBrCdN9O4S3Te4 as an isolated structure in a non-equilibrium geometry (ωB97M-V/def2-TZVPD, OMol25).

```
! wB97M-V def2-TZVPD RIJCOSX def2/J DEFGRID3
* xyz -2 1
Te -2.1454 -1.9664 -0.1244
Te -1.8275 -5.5221 -2.3828
Te -0.8284 -3.0460 -2.1403
Te -3.9728 -3.8995 0.3886
Cd -0.4248 -0.4560 -1.1912
Br 4.5284 0.0284 -6.0779
S 1.2762 2.2149 0.8231
S -1.8382 0.3578 0.9506
S 1.2971 -1.6328 0.4794
O -5.5063 2.0872 -5.9463
O -1.9506 2.9599 -3.5718
O -1.0451 1.3549 -2.3495
O -3.8312 3.3241 -5.1551
N -0.1643 -1.3422 2.7310
N -4.7381 -0.1152 -4.4661
N -1.8993 2.7581 2.2952
N 1.7812 0.3577 2.7347
N 0.0036 -3.4702 2.0643
N 3.5991 1.2562 1.8397
N -3.0487 -0.4374 -3.1125
N 1.2109 -0.6718 -2.8558
N -0.6048 1.1790 3.1497
C 3.9962 0.3316 2.7846
C 2.2207 1.2594 1.8150
C 1.6335 -4.9712 3.0009
C -2.9999 0.8480 -3.5634
C -4.1045 -1.0013 -3.6629
C 4.2975 1.4797 -0.4811
C -1.9214 1.7820 -3.1284
C -4.0621 1.0777 -4.4200
C -0.5564 2.2707 3.9770
C -4.5221 2.2135 -5.2330
C -1.9764 3.6721 0.0183
C 0.8968 -0.3233 -4.1113
C 4.4966 2.0004 0.9457
C -4.5766 -2.3900 -3.4629
C -4.0638 2.8072 1.1426
C 2.8878 -0.2024 3.3239
C 1.5285 -4.7728 0.5246
C -2.9873 4.9168 1.9074
C 3.1749 -0.2195 -4.7579
C 0.3648 -2.1697 1.7861
C -1.0201 -2.1188 3.4890
C 0.6973 -4.7500 1.8014
C -2.7222 3.5208 1.3450
C -1.3427 3.2364 3.4639
C 3.5259 -0.5925 -3.4627
C 2.5107 -0.8051 -2.5600
C 1.8286 -0.0885 -5.0931
C -0.9165 -3.3995 3.0948
C 5.9507 1.7732 1.3635
C 4.2189 3.5065 1.0311
C -1.4097 1.4973 2.1110
C -0.3584 -5.8521 1.6869
B 0.3712 -0.0060 3.2962
H -2.0570 5.4726 2.0232
H -3.5056 4.8736 2.8663
H -1.6310 -1.6766 4.2529
H 3.2227 3.7378 0.6676
H 6.1194 2.1075 2.3874
H 6.2369 0.7263 1.2720
H -4.6851 3.3798 0.4553
H -0.1594 -0.2557 -4.3420
H 2.7751 -0.9470 4.0882
H -1.0009 4.1324 0.1761
H 0.5205 -0.1760 4.4859
H -3.9214 1.8176 0.7128
H -3.6152 5.4604 1.2046
H 0.0857 -6.7310 1.2263
H -0.7620 -6.1389 2.6561
H 4.5584 -0.7223 -3.1729
H -1.8082 2.7155 -0.4693
H 1.5205 0.1808 -6.0922
H 0.8899 -4.6690 -0.3570
H -3.0215 3.2180 -4.4821
H -2.5529 4.2863 -0.6719
H 4.5184 0.4122 -0.5178
H -1.5441 4.2154 3.8473
H 3.2679 1.6339 -0.7971
H 0.0419 2.2618 4.8695
H 4.9527 2.0009 -1.1783
H -4.5876 2.6918 2.0937
H 2.0225 -5.7429 0.4627
H 1.0743 -4.9685 3.9366
H 2.2903 -3.9981 0.5125
H 6.5890 2.3576 0.7033
H -1.1806 -5.5361 1.0444
H -5.3505 -2.6246 -4.1907
H 2.3772 -4.1732 3.0440
H 2.1527 -5.9221 2.9016
H -4.9753 -2.5235 -2.4552
H 2.7428 -1.1249 -1.5514
H -3.7599 -3.1088 -3.5688
H 5.0205 0.1251 3.0141
H 4.9463 4.0446 0.4239
H 4.2960 3.8492 2.0640
H -5.5697 -0.2509 -5.0186
H -1.4647 -4.2606 3.4177
*
```

Results
E   -192452.2784 eV
Frontier orbital gap   3.71 eV
E_HOMO   -0.415 eV
Energy above the lowest of the compared OMol25 structures with the same formula, charge and spin   115.1 kcal/mol
F_max   5.8 eV/Å

Here are the Löwdin charges for atoms 1 to 8, given in e: -0.058, -0.307, -0.114, -0.194, 0.999, 0.706, 0.707, 0.375